C27H51BrN2O6 | ωB97M-V with the def2-TZVPD basis set

* charge: 0
* E_HOMO (alpha / beta): -8.20 / -9.33 eV
* HOMO-LUMO gap (alpha / beta): 8.64 / 9.78 eV
* spin multiplicity: 3

Each line ends with the Mulliken charge.
Positions of all 87 atoms, in Å:
C 0.8186 8.8089 -4.4625  -1.55
C 0.2137 7.4563 -4.0749  0.09
C -0.6257 6.7139 -5.1436  -0.52
Br -1.5190 7.9423 -6.3594  -0.08
C -1.6362 5.8003 -4.4554  0.16
O -2.7903 5.4940 -5.2859  -0.39
C -3.0964 4.1907 -5.1212  0.43
O -3.8594 3.5763 -5.7965  -0.55
O -2.4025 3.6913 -4.0533  -0.30
C -1.1365 4.3760 -4.1950  -0.15
C -0.1450 4.1042 -3.0852  0.31
C 1.3052 4.0508 -3.5967  -0.14
C 2.3013 4.0350 -2.4444  -1.77
O 1.4857 2.8409 -4.3437  -0.58
H 0.0900 9.6118 -4.3316  0.36
H 1.1616 8.8138 -5.5007  0.37
H 1.6838 9.0274 -3.8292  0.42
H -0.4200 7.5849 -3.1898  0.32
H 1.0279 6.7889 -3.7745  -0.06
H 0.0385 6.0987 -5.7571  0.46
H -2.0427 6.2902 -3.5661  0.43
H -0.7197 4.0481 -5.1613  0.36
H -0.2425 4.8501 -2.2880  0.60
H -0.3485 3.1205 -2.6538  -0.49
H 1.4932 4.9012 -4.2613  0.73
H 2.0440 4.7695 -1.6761  0.34
H 3.3100 4.2346 -2.8162  0.43
H 2.2927 3.0344 -2.0019  0.37
H 1.5249 3.0353 -5.2854  0.36
C -1.7338 -1.9995 1.5002  -1.66
C -1.3635 -0.5098 1.5560  1.99
C -2.4543 0.2912 2.2681  -1.46
C -3.7439 0.3941 1.4541  -0.50
C -3.4769 0.9523 0.0552  -1.33
C -2.3519 0.2402 -0.7044  2.17
N -1.1628 0.0729 0.1916  0.53
O -0.4021 1.1149 0.2062  -0.64
C -2.8346 -1.1085 -1.2605  -1.87
C -1.9235 1.0848 -1.8958  -2.42
C -0.0485 -0.4110 2.3193  -1.95
H -1.5707 -2.4491 2.4794  0.42
H -2.7741 -2.1869 1.2507  0.23
H -1.1048 -2.5318 0.7844  0.35
H -2.0778 1.2994 2.4667  0.37
H -2.6499 -0.1707 3.2388  0.39
H -4.2386 -0.5786 1.3892  0.32
H -4.4443 1.0519 1.9718  0.43
H -4.3838 0.8980 -0.5507  0.40
H -3.2225 2.0129 0.1447  0.36
H -1.9969 -1.6707 -1.6755  0.38
H -3.5486 -0.9279 -2.0639  0.48
H -3.3383 -1.7326 -0.5285  0.34
H -1.6863 2.1016 -1.6003  0.39
H -2.7350 1.1331 -2.6216  0.42
H -1.0499 0.6523 -2.3867  0.67
H 0.7312 -0.9941 1.8265  0.36
H -0.1952 -0.8116 3.3235  0.43
H 0.2974 0.6151 2.4085  0.45
C 2.6516 -7.2135 4.4329  -1.76
C 2.9444 -5.7076 4.5256  1.68
C 1.8458 -4.9898 5.3100  -1.32
C 0.5189 -4.9311 4.5544  -0.85
C 0.6954 -4.3154 3.1649  -0.80
C 1.8237 -4.9361 2.3355  1.71
N 3.0553 -5.0680 3.1756  0.53
O 3.7551 -3.9848 3.1981  -0.62
C 1.3920 -6.2908 1.7519  -1.85
C 2.1487 -4.0280 1.1542  -1.70
C 4.2855 -5.5637 5.2342  -1.87
H 2.8864 -7.6777 5.3909  0.47
H 1.6138 -7.4514 4.2197  0.28
H 3.2773 -7.6847 3.6737  0.35
H 2.1771 -3.9695 5.5268  0.37
H 1.7170 -5.4921 6.2716  0.41
H 0.0735 -5.9265 4.4776  0.36
H -0.1923 -4.3283 5.1229  0.39
H -0.2352 -4.4035 2.6012  0.44
H 0.8914 -3.2452 3.2818  0.20
H 2.2401 -6.7904 1.2822  0.39
H 0.6333 -6.1253 0.9869  0.45
H 0.9573 -6.9666 2.4821  0.31
H 2.3498 -3.0065 1.4670  0.31
H 1.2951 -4.0167 0.4750  0.37
H 3.0190 -4.3926 0.6082  0.46
H 5.0702 -6.0881 4.6871  0.44
H 4.2056 -6.0047 6.2282  0.42
H 4.5815 -4.5241 5.3438  0.39


C27H51F2N4O25S2Zn | ωB97M-V with the def2-TZVPD basis set

* charge: +1
* E_HOMO: -12.60 eV
* HOMO-LUMO gap: 9.46 eV
* spin multiplicity: 1

Each line ends with the Mulliken charge.
Positions of all 112 atoms, in Å:
Zn 0.9625 -1.9279 -1.2943  4.04
N 0.3423 -0.7351 0.1604  1.10
S -0.5760 -0.7589 1.4197  0.28
O -1.5865 0.2571 1.3912  -0.13
O -0.0801 -1.2573 2.6591  -0.46
F -1.4666 -2.0336 0.9920  -0.65
S 1.2963 0.5290 0.8236  -0.78
O 2.2699 0.0756 1.7646  -0.33
O 0.6960 1.8215 0.9917  0.18
F 2.0341 0.8533 -0.5751  0.07
C -3.1254 2.1741 -0.3249  -0.04
O -3.3106 1.5568 -1.6046  -0.13
C -4.4142 0.8549 -1.8386  0.64
O -5.2797 0.5882 -1.0453  -0.60
O -4.4407 0.5818 -3.1410  -0.31
C -5.3510 -0.3717 -3.6728  -0.69
H -3.5685 3.1673 -0.3029  0.42
H -2.0527 2.0864 -0.1721  -0.29
H -3.5584 1.6092 0.5007  -0.01
H -5.4571 -1.2263 -3.0091  0.28
H -4.9460 -0.7571 -4.6068  0.22
H -6.2870 0.1328 -3.9055  0.37
C -0.8327 -6.8869 -1.1115  -0.83
O -0.3745 -5.5345 -1.1947  -0.25
C -0.1516 -4.8078 -0.1331  0.05
O 0.3876 -3.7107 -0.2155  -0.39
O -0.4758 -5.3753 1.0041  -0.43
C -0.2780 -4.6931 2.2578  -0.25
H -0.0305 -7.6200 -1.0186  0.33
H -1.3246 -7.1390 -2.0471  0.27
H -1.4998 -7.0372 -0.2675  0.36
H 0.6063 -4.0698 2.3381  -0.11
H -0.2649 -5.4742 3.0134  0.35
H -1.1779 -4.1126 2.4513  0.19
C -3.3457 -3.2405 -1.3089  -0.10
O -3.0251 -2.7782 -2.6170  -0.41
C -1.8282 -2.3837 -2.9412  0.32
O -0.9240 -2.0981 -2.1748  0.26
O -1.8120 -2.2881 -4.2663  -0.44
C -0.6517 -1.7385 -4.8930  -0.40
H -2.6790 -4.0554 -1.0242  -0.04
H -4.3659 -3.6076 -1.2519  0.38
H -3.2435 -2.4341 -0.5875  -0.10
H 0.2465 -2.3210 -4.6931  0.30
H -0.4318 -0.7176 -4.5808  -0.05
H -0.9403 -1.6933 -5.9390  0.37
C 4.9318 -1.8504 -2.3107  -0.37
O 5.0944 -2.3768 -1.0020  -0.42
C 4.0577 -2.3906 -0.1694  0.45
O 2.9366 -2.0725 -0.5235  -0.60
O 4.4876 -2.8628 0.9671  -0.40
C 3.5855 -2.8389 2.0825  -0.14
H 4.7547 -2.5677 -3.1118  0.29
H 5.8605 -1.3351 -2.5475  0.34
H 4.1346 -1.1090 -2.3395  -0.07
H 2.5843 -3.1650 1.7915  -0.17
H 3.5221 -1.8359 2.4959  0.21
H 3.9216 -3.5718 2.8095  0.38
C -1.4127 2.5243 4.3125  -0.10
O -0.8069 2.7629 5.5674  -0.39
C 0.4823 2.6099 5.7087  0.87
O 1.2499 2.2118 4.8664  -0.53
O 0.8274 3.0075 6.9420  -0.39
C 2.1981 2.8612 7.3123  -0.62
H -2.4630 2.2630 4.4036  0.31
H -0.9900 1.6339 3.8339  -0.13
H -1.1661 3.3566 3.6557  0.16
H 2.5644 3.8514 7.5697  0.27
H 2.7163 2.3533 6.5001  0.28
H 2.2898 2.2125 8.1847  0.25
C 0.1278 4.8381 -2.4375  -0.09
O 1.3070 4.7930 -3.2125  -0.37
C 2.4629 4.4257 -2.6783  0.86
O 3.4722 4.3240 -3.3199  -0.60
O 2.3932 4.1845 -1.3702  -0.20
C 3.5008 3.6084 -0.6766  -0.63
H -0.0973 5.8454 -2.0779  0.60
H 0.1472 4.1483 -1.5978  -0.63
H -0.7644 4.6642 -3.0425  0.34
H 3.9943 2.8812 -1.3157  0.34
H 3.0178 3.1345 0.1781  -0.01
H 4.2175 4.2837 -0.2111  0.36
C -0.4542 1.4312 -2.7016  0.08
O 0.7474 1.3913 -3.4532  -0.37
C 1.6176 0.4068 -3.3957  -0.43
O 1.4796 -0.6013 -2.7404  -0.58
O 2.7286 0.7056 -4.0136  -0.29
C 2.7554 1.6545 -5.0921  -0.71
H -0.9546 2.3913 -2.6700  0.31
H -0.3655 1.1311 -1.6525  -0.33
H -1.1467 0.6848 -3.0986  0.13
H 2.3387 1.1786 -5.9795  0.28
H 3.8030 1.9195 -5.1977  0.28
H 2.2205 2.5919 -4.9514  0.27
C -4.4326 -1.1151 1.7264  0.55
C -4.6206 -0.0277 2.6965  0.03
N -4.7691 0.8023 3.4745  -0.55
H -4.4077 -0.6492 0.7460  -0.32
H -5.3169 -1.7435 1.8489  0.64
H -3.5746 -1.6421 2.1361  -0.26
C -0.1194 4.6429 0.6413  0.81
C -0.3020 5.9906 0.0780  0.34
N -0.4102 7.0352 -0.3806  -0.58
H -0.6351 4.6293 1.5993  0.10
H 0.9543 4.5477 0.7905  0.15
H -0.5389 3.8928 -0.0208  -0.66
C 1.8301 -0.7355 5.0585  -0.05
C 1.7239 -2.2050 5.0478  0.14
N 1.6802 -3.3516 5.0450  -0.55
H 2.6228 -0.2760 4.4784  0.26
H 1.8084 -0.5283 6.1281  0.41
H 0.9144 -0.3581 4.6058  -0.13